[1]
A structure of composition F2NO. Source: OMol25; level of theory: ωB97M-V with the def2-TZVPD basis set.

Output
total charge = -1
frontier orbital gap = 10.015 eV
E_HOMO = -4.398 eV

Each line ends with the Mulliken charge.
Positions of all 4 atoms, in Å:
O1 -1.06250 -0.85214 -0.20399  -0.505
F1 1.17129 -0.57568 0.45400  -0.406
F2 0.17762 1.27785 -0.61238  -0.342
N1 -0.28642 0.14997 0.36236  0.253

=====

[2]
A structure of composition C3H7N3O. Source: OMol25; level of theory: ωB97M-V with the def2-TZVPD basis set.

Output
frontier orbital gap = 8.746 eV
E_HOMO = -7.832 eV

Each line ends with the Mulliken charge.
Positions of all 14 atoms, in Å:
H1 1.66774 -2.09621 -0.54391  0.240
C1 -1.13133 0.76214 0.42321  -1.118
H2 0.25205 -1.97231 -1.38449  0.190
H3 0.91707 2.43343 0.81482  0.233
N1 0.46870 -0.68773 0.19568  -0.251
H4 -0.98936 -2.34937 1.09325  0.375
C2 -0.81906 -0.54367 0.64452  0.683
H5 1.55799 2.40317 -0.75843  0.227
N2 0.67201 -1.94405 -0.45500  -0.620
H6 -1.83480 1.42951 0.89424  0.382
O1 -1.55687 -1.56160 1.12293  -0.483
N3 0.77778 2.19754 -0.15532  -0.479
C3 0.01087 1.09997 -0.41975  0.303
H7 0.00723 0.82916 -1.47174  0.318

=====

[3]
The molecule C4H8O2. Source: OMol25; level of theory: ωB97M-V with the def2-TZVPD basis set.

Output
frontier orbital gap = 11.267 eV
structure (SMILES) = C[C@@H](O)[C@H]1CO1
E_HOMO = -10.206 eV

Each line ends with the Mulliken charge.
Positions of all 14 atoms, in Å:
O1 1.06174 1.42016 -0.37625  -0.525
C1 0.44741 0.38703 0.37793  0.353
H1 1.31309 -1.25449 1.57412  0.357
C2 -0.54167 -0.29283 -0.57649  -0.007
C3 -2.01242 -0.37616 -0.49794  -0.407
H2 2.15978 -0.89439 0.04228  0.333
H3 -2.57003 -0.14334 0.40852  0.235
H4 -2.53356 -1.05915 -1.17604  0.230
C4 1.61020 -0.45853 0.88448  -1.313
H5 2.30252 0.21074 1.40751  0.316
H6 -0.10742 0.81799 1.22577  0.240
O2 -1.38122 0.69140 -1.18785  -0.442
H7 -0.07678 -0.98868 -1.27297  0.281
H8 0.34174 1.88367 -0.82665  0.348

=====

[4]
A cluster of 2 separate species, C3H7ClOS in total. Source: OMol25; level of theory: ωB97M-V with the def2-TZVPD basis set.

Output
frontier orbital gap = 8.982 eV
structure (SMILES) = CCC=O.SCl
E_HOMO = -9.017 eV

Each line ends with the Mulliken charge.
Positions of all 13 atoms, in Å:
O1 0.80026 -1.74461 1.12091  -0.476
S1 -2.60132 -0.66101 -1.01958  -0.158
C1 0.51161 -1.11407 0.16721  0.456
C2 1.32941 0.09697 -0.34302  -0.371
H1 0.11570 1.59187 0.33704  0.322
H2 -0.48106 -1.18923 -0.24743  -0.084
H3 1.01537 0.34372 -1.35852  0.276
C3 1.08345 1.38204 0.61240  -0.979
H4 1.10216 1.21185 1.69025  0.306
H5 1.85947 2.09967 0.41820  0.282
H6 2.33756 -0.36126 -0.29305  0.308
H7 -3.32187 -1.92534 -1.34029  0.204
Cl1 -3.75071 0.26938 0.25589  -0.086

=====

[5]
The molecule C5H9NO2. Source: OMol25; level of theory: ωB97M-V with the def2-TZVPD basis set.

Output
frontier orbital gap = 9.559 eV
structure (SMILES) = OC[C@@H]1OC[C@@H]2N[C@H]21
E_HOMO = -8.721 eV

Each line ends with the Mulliken charge.
Positions of all 17 atoms, in Å:
C1 -0.81470 0.52055 -0.53700  -0.312
H1 -2.27446 1.72742 0.11112  0.324
H2 1.45305 -1.54384 -1.73163  0.314
H3 1.00282 1.18335 0.87172  0.121
O1 1.72092 -0.67155 -2.07770  -0.483
C2 0.59988 0.41149 0.02067  0.036
H4 1.33530 1.33871 -1.69376  0.262
H5 -1.21411 -2.03364 0.85449  0.222
C3 1.69033 0.35289 -1.11682  -0.537
C4 -1.37252 0.29430 0.99183  0.335
H6 2.65441 0.42671 -0.66387  0.338
N1 -2.21856 0.69814 0.08336  -0.454
H7 -1.05477 -0.42037 -1.22649  0.192
C5 -0.71184 -1.07745 1.28524  -0.583
H8 -0.74537 -1.35371 2.25895  0.409
O2 0.72614 -0.71963 0.81934  -0.419
H9 -0.77650 0.86662 1.75053  0.234

=====

[6]
A structure of composition C29H43BrN2O3PS4V. Source: OMol25; level of theory: ωB97M-V with the def2-TZVPD basis set.

Output
total charge = -1
frontier orbital gap (alpha / beta) = 4.485 / 4.919 eV
E_HOMO (alpha / beta) = -2.578 / -3.015 eV
multiplicity = 4

Each line ends with the Löwdin spin population.
Positions of all 84 atoms, in Å:
H1 -3.32213 2.03006 -0.65608  0.000
H2 4.72235 -1.59136 0.55277  0.007
H3 -5.17248 0.44477 -0.16115  0.000
C1 -2.49574 1.05516 3.44367  0.000
H4 -2.83362 -2.81468 -1.73230  0.000
C2 4.43895 -3.70090 0.58191  0.013
H5 -2.25265 -2.04213 -0.28470  0.000
C3 0.07879 2.47417 -0.43081  0.001
C4 -1.26631 -0.84883 1.89981  0.000
C5 3.04286 -1.30255 2.61969  0.000
H6 -0.63866 -1.54442 1.33887  0.001
H7 -3.35272 0.40343 3.24552  0.000
C6 -4.15729 0.06008 -0.29628  0.000
C7 -0.26894 4.03777 -2.95987  0.000
O1 3.10038 0.56455 0.27194  0.019
C8 3.73947 -4.75802 1.03681  -0.011
H8 1.80577 1.69289 -1.49660  0.000
H9 0.11332 1.91859 -3.26067  0.000
S1 1.11753 -3.34840 -1.50940  0.015
C9 -3.35378 1.04950 -1.13833  0.000
H10 3.52147 -1.94873 3.36853  -0.001
H11 -0.98268 -1.24196 -2.22726  0.000
H12 1.80851 3.44132 -1.23552  0.000
H13 -1.76505 0.00787 5.19646  0.000
H14 -2.87025 1.88152 4.05169  0.000
V1 2.34707 -1.34093 -0.64915  2.796
C10 -1.42758 0.26284 4.19007  0.000
H15 -1.57057 1.17353 -2.31116  0.000
N1 2.78486 -2.05285 1.38836  0.007
H16 3.99866 0.43801 3.41220  0.000
C11 0.63856 2.81271 -2.91138  0.001
C12 0.75637 -2.67463 -3.08289  0.010
H17 4.10853 -5.76952 0.98091  -0.001
H18 0.97340 -2.97254 2.02689  0.000
C13 -1.05343 -1.01171 3.41197  0.000
C14 -1.99641 -0.87800 -2.07330  0.000
H19 3.90359 2.53575 2.57708  0.000
H20 -3.88718 1.19823 -2.08446  0.000
C15 3.92554 -0.06737 2.44690  0.002
H21 4.93715 -0.37403 2.17256  0.001
H22 1.48098 2.92774 -3.59540  0.000
C16 3.96064 -2.35999 0.51534  0.019
H23 -4.74528 -2.01926 -0.29175  0.000
H24 3.32945 2.88751 0.97846  0.000
C17 -0.95774 0.59177 1.47930  0.001
S2 -0.53308 -3.46064 -3.99817  0.001
C18 2.40672 -4.45820 1.52724  0.014
N2 3.50774 2.22039 1.71155  0.006
H25 -2.10355 3.13653 -2.29070  0.000
H26 -0.01174 -1.27279 3.61298  0.000
C19 -0.92167 3.64046 -0.54290  0.000
H27 -4.74837 -1.26753 -1.87922  0.000
S3 0.63035 -1.08375 -5.20195  0.002
C20 -2.78921 -1.85339 -1.21772  0.000
H28 -1.76922 3.50539 0.13278  0.000
H29 -2.76254 1.83493 1.45041  0.000
H30 0.32422 4.92893 -2.71796  0.000
P1 -0.57049 0.75618 -0.30380  0.007
C21 3.46931 0.90193 1.38454  0.012
C22 1.17715 2.58174 -1.50549  0.000
Br1 6.18465 -3.97338 -0.13820  0.004
H31 -0.39813 4.53831 -0.19191  0.000
H32 0.57892 2.56687 0.54307  0.000
C23 1.31223 -1.58733 -3.65443  0.012
H33 -0.66367 4.18724 -3.96766  0.000
H34 -2.46767 -0.80829 -3.06092  0.000
H35 -2.29925 -1.09364 1.65120  0.000
O2 0.50621 -0.22579 -0.61091  0.034
H36 0.04749 0.80304 1.87524  0.000
C24 -4.19421 -1.32761 -0.93498  0.000
H37 -1.40936 2.53662 2.30817  0.000
H38 -3.72408 -0.01443 0.70443  0.000
H39 -0.54492 0.89965 4.31502  0.000
O3 -1.34327 -2.45363 -6.30452  0.000
C25 -1.93617 1.59680 2.12036  0.000
H40 -1.65089 -1.85501 3.76634  0.000
C26 1.97245 -3.20569 1.67835  -0.002
H41 -2.00501 4.84527 -1.95125  0.000
H42 2.07078 -0.99937 3.02266  0.000
H43 1.71616 -5.26658 1.73337  0.001
C27 -1.94914 0.54606 -1.50029  0.001
C28 -1.41946 3.92145 -1.96268  0.000
C29 -0.57792 -2.35563 -5.36872  0.000
S4 2.62493 -0.61207 -3.03259  0.020

=====

In order of appearance, total energy = -8969.2648, -9739.6611, -8371.1881, -28627.8018, -10909.1297, -188258.8704 eV.
In order of appearance, energy above the lowest of the compared OMol25 structures with the same formula, charge and spin = 0.980, 3.372, 2.094, 1.974, 7.446, 1.026 eV.